C27H25Cl2N9NdO3PS | the ωB97M-V functional and the def2-TZVPD basis

The geometry in XYZ format:
```
69
C27H25Cl2N9NdO3PS | the OMol25 dataset | the ωB97M-V functional and the def2-TZVPD basis
Nd 1.2940 -0.6708 -0.0874
N 5.0881 -1.4673 2.3513
C 3.9656 -1.7568 1.6708
S 4.0001 -1.6000 -0.0924
N 2.9208 -2.1307 2.4289
N 1.8078 -2.4081 1.7108
C 1.0070 -3.4701 2.0502
C -0.0472 -3.9350 1.1996
C -1.2126 -4.4644 1.8629
C -2.1916 -5.0688 1.1540
C -2.0827 -5.0711 -0.2734
C -1.0181 -4.5327 -0.9185
C -0.0032 -3.7838 -0.2357
O 0.7729 -2.9069 -0.8009
H 5.9998 -1.0433 2.0159
H 5.0507 -1.6412 3.3324
H 1.1948 -3.9269 3.0205
H -1.1809 -4.5218 2.9541
H -3.1026 -5.5025 1.5867
H -2.9636 -5.4589 -0.7923
H -0.8910 -4.7740 -1.9619
C -3.1734 0.3211 -4.1652
N -1.9390 -0.2492 -3.6103
C -1.0451 -1.1244 -4.1893
C -0.1028 -1.4418 -3.2238
N -0.4124 -0.7481 -2.0542
C -1.5103 -0.0588 -2.2792
P -2.4143 1.0686 -1.1638
C -1.3025 2.4637 -0.8808
N -0.0284 2.4949 -0.4548
C 0.3754 3.7928 -0.6982
C -0.6103 4.5829 -1.1827
N -1.7292 3.7322 -1.1929
C -3.1243 4.1412 -1.5125
C -2.2613 -0.0019 0.2326
N -1.1035 -0.2936 0.8772
C -1.4697 -0.7907 2.1155
C -2.8447 -0.8498 2.2616
N -3.3280 -0.3171 1.0402
C -4.7446 -0.3661 0.5783
H -3.0227 0.4806 -5.2172
H -3.4556 1.2687 -3.6738
H -4.0178 -0.3814 -3.9925
H -1.1557 -1.4583 -5.2367
H 0.6226 -2.2450 -3.2254
H 1.3648 4.1539 -0.4329
H -0.5414 5.5963 -1.5233
H -3.1644 5.2025 -1.7209
H -3.7506 3.9561 -0.6408
H -3.4296 3.4944 -2.3196
H -0.6558 -1.0311 2.8352
H -3.4410 -1.1274 3.1222
H -4.8018 -0.0802 -0.5045
H -5.3357 0.3119 1.1753
H -5.1296 -1.3730 0.6863
Cl 5.9001 5.1718 2.0574
C 4.9722 3.7676 1.7734
C 4.5395 3.1519 2.9363
C 3.6055 2.1348 2.8882
Cl 2.7815 1.8060 4.3614
C 3.1003 1.6546 1.5878
O 2.1607 0.7309 1.6273
C 3.6358 2.3141 0.4328
C 3.2307 1.9318 -0.8962
O 2.4318 0.9923 -1.1511
C 4.5949 3.3388 0.5382
H 4.8732 3.5344 3.9321
H 3.5670 2.6084 -1.7172
H 4.8811 3.8737 -0.3753
```

Summary:
Spin multiplicity: 4
Frontier orbital gap (alpha / beta), eV: 6.1562 / 6.1743
HOMO (alpha / beta), Ha: -0.230 / -0.231
Max |F|, eV/Å: 5.0
<S²>: 3.75
Lowest unoccupied orbital energy (alpha / beta), eV: -0.11 / -0.11
M, g mol⁻¹: 801.74